[1]
The following is a DFT calculation (ωB97M-V/def2-TZVPD) of C16H39CoN4O3P as an isolated structure.

As for the lowest unoccupied orbital energy (alpha / beta): -8.13 / -12.54 eV. The highest occupied orbital energy (alpha / beta) comes out at -18.807 / -20.209 eV. Its HOMO-LUMO gap (alpha / beta) is 10.67 / 7.67 eV. As for the expectation value of S²: 6.01. The calculation puts the total energy at -76218.75856 eV.

```
! wB97M-V def2-TZVPD RIJCOSX def2/J DEFGRID3
* xyz 3 5
Co -0.315 0.743 0.430
C -0.680 0.944 3.512
C 0.822 0.874 3.296
N 1.227 0.578 1.871
C 2.347 1.453 1.416
C 1.759 2.757 0.925
N 0.773 2.455 -0.148
C 0.012 3.678 -0.558
C -1.224 3.851 0.309
C -2.405 3.020 -0.158
N -2.049 1.582 -0.453
C -3.171 0.666 -0.110
C -3.073 0.341 1.365
N -1.744 -0.283 1.627
C -1.423 -0.316 3.092
H -1.108 1.814 2.997
H -0.852 1.131 4.573
H 1.255 0.101 3.933
H 1.287 1.815 3.585
H 1.578 -0.377 1.859
H 2.872 0.942 0.607
H 3.060 1.614 2.226
H 2.533 3.430 0.553
H 1.235 3.276 1.730
H 1.316 2.147 -0.955
H -0.257 3.574 -1.611
H 0.677 4.540 -0.488
H -1.530 4.898 0.314
H -0.975 3.618 1.351
H -2.838 3.443 -1.065
H -3.190 3.019 0.597
H -1.906 1.524 -1.459
H -3.074 -0.244 -0.709
H -4.134 1.114 -0.361
H -3.876 -0.320 1.693
H -3.135 1.250 1.965
H -1.821 -1.251 1.318
H -0.819 -1.204 3.289
H -2.354 -0.437 3.647
C 1.243 -4.656 0.123
C 0.226 -3.564 -0.032
O 0.940 -2.362 -0.579
P 0.464 -1.019 -1.187
O -0.506 -1.127 -2.389
C -1.385 -2.243 -2.905
C -0.563 -3.200 -3.717
O 1.707 -0.203 -1.601
C 2.701 -0.635 -2.698
C 3.949 -1.149 -2.054
H 0.746 -5.531 0.543
H 2.041 -4.360 0.802
H 1.667 -4.940 -0.839
H -0.195 -3.244 0.921
H -0.563 -3.819 -0.734
H -2.121 -1.703 -3.493
H -1.868 -2.692 -2.039
H -0.086 -2.692 -4.553
H -1.231 -3.958 -4.131
H 0.190 -3.711 -3.116
H 2.832 0.281 -3.264
H 2.176 -1.372 -3.304
H 4.469 -0.371 -1.498
H 4.617 -1.486 -2.850
H 3.751 -2.005 -1.411
*
```

Here are the Mulliken charges for atoms 1 to 6, given in e: Co 1.9779; C -0.3537; C -0.7803; N -0.2358; C -0.9459; C -0.5856

[2]
The following is a DFT calculation (ωB97M-V/def2-TZVPD) of a 3-piece molecular cluster, C16H39FN3O3P overall.

As for the lowest unoccupied orbital energy: 0.58 eV. The highest occupied orbital energy comes out at -7.893 eV. Its HOMO-LUMO gap is 8.48 eV. The SMILES is CC[C@@H](F)OC(=O)O[PH2]=N.CCN(CC)CC.CCN(CC)CC. The calculation puts the total energy at -39841.90887 eV.

```
! wB97M-V def2-TZVPD RIJCOSX def2/J DEFGRID3
* xyz 0 1
C -3.037 -0.322 2.068
C -2.175 0.275 3.200
C -1.890 -0.753 4.255
F -1.451 -1.882 3.634
O -0.891 -0.291 5.146
C -0.050 -1.245 5.557
O -0.342 -2.148 6.181
O 1.248 -0.982 5.204
P 1.901 -2.020 4.094
N 3.370 -1.584 3.814
H -3.351 -1.337 2.287
H -2.486 -0.357 1.138
H -3.937 0.259 1.934
H -1.224 0.571 2.764
H -2.670 1.149 3.598
H -2.796 -0.956 4.820
H 1.953 -3.331 4.613
H 1.149 -2.026 2.895
H 3.585 -0.763 4.369
C -2.469 1.448 -1.966
C -3.148 0.207 -2.527
N -4.583 0.197 -2.318
C -5.194 -1.097 -2.571
C -5.145 -1.651 -3.999
C -5.305 1.349 -2.829
C -5.179 1.672 -4.323
H -2.719 1.587 -0.913
H -1.386 1.345 -2.044
H -2.748 2.352 -2.510
H -2.722 -0.662 -2.019
H -2.881 0.107 -3.590
H -6.236 -1.064 -2.240
H -4.711 -1.824 -1.910
H -5.836 -1.132 -4.662
H -5.441 -2.703 -3.993
H -4.144 -1.597 -4.429
H -4.981 2.228 -2.266
H -6.363 1.239 -2.576
H -4.146 1.631 -4.671
H -5.545 2.684 -4.509
H -5.778 1.003 -4.939
C 2.941 -0.742 0.532
C 4.069 -0.500 -0.458
N 4.438 0.898 -0.568
C 5.294 1.183 -1.706
C 6.691 0.552 -1.734
C 4.800 1.554 0.678
C 5.949 0.957 1.499
H 2.074 -0.120 0.297
H 2.628 -1.788 0.485
H 3.246 -0.543 1.559
H 3.734 -0.844 -1.440
H 4.924 -1.136 -0.181
H 5.393 2.267 -1.809
H 4.760 0.862 -2.607
H 7.369 1.034 -1.031
H 7.126 0.672 -2.729
H 6.665 -0.516 -1.517
H 3.912 1.583 1.316
H 5.019 2.605 0.469
H 5.867 -0.126 1.600
H 5.933 1.378 2.506
H 6.923 1.194 1.072
*
```

Here are the Mulliken charges for atoms 1 to 6, given in e: C -1.0673; C -0.4981; C 0.3119; F -0.2980; O -0.3370; C 0.6062

[3]
The following is a DFT calculation (ωB97M-V/def2-TZVPD) of a 8-piece molecular cluster, C16H40Cl12O16P4 overall.

As for the lowest unoccupied orbital energy (alpha / beta): 2.03 / 1.93 eV. The highest occupied orbital energy (alpha / beta) comes out at 0.333 / -8.016 eV. Its HOMO-LUMO gap (alpha / beta) is 1.70 / 9.95 eV. As for the expectation value of S²: 0.75. The calculation puts the total energy at -237431.96646 eV.

```
! wB97M-V def2-TZVPD RIJCOSX def2/J DEFGRID3
* xyz -1 2
C 1.594 -3.996 4.609
O 1.131 -3.611 3.348
P -0.217 -2.783 3.056
O -0.474 -2.326 1.617
O -1.353 -3.799 3.642
C -1.925 -5.000 2.934
O -0.182 -1.600 4.194
C 0.630 -0.401 4.075
H 0.786 -4.457 5.177
H 2.078 -3.167 5.125
H 2.307 -4.805 4.449
H -1.821 -5.864 3.591
H -1.488 -5.193 1.955
H -2.998 -4.957 2.745
H 0.883 -0.353 3.016
H 1.543 -0.468 4.667
H 0.090 0.501 4.362
C 2.012 -6.069 -4.235
O 1.566 -5.740 -2.943
P 2.366 -6.171 -1.653
O 3.855 -5.843 -1.607
O 2.030 -7.778 -1.391
C 2.538 -8.387 -0.202
O 1.503 -5.533 -0.462
C 1.093 -4.140 -0.464
H 2.899 -6.699 -4.299
H 2.241 -5.158 -4.788
H 1.189 -6.467 -4.828
H 3.593 -8.122 -0.133
H 2.410 -9.470 -0.180
H 2.058 -8.002 0.698
H 0.009 -4.187 -0.354
H 1.272 -3.650 -1.421
H 1.503 -3.612 0.396
C -0.946 6.764 3.717
O -1.106 5.339 3.661
P -1.017 4.608 2.250
O -1.734 5.199 1.077
O -1.427 3.075 2.640
C -1.581 2.088 1.550
O 0.567 4.412 1.939
C 1.433 3.937 2.989
H -1.004 7.240 2.738
H 0.039 7.086 4.055
H -1.643 7.280 4.378
H -2.262 1.307 1.888
H -0.638 1.578 1.353
H -1.809 2.534 0.581
H 2.437 3.959 2.564
H 1.223 2.897 3.238
H 1.409 4.488 3.929
C -3.642 7.071 -2.103
O -3.671 5.658 -2.358
P -3.104 4.994 -3.707
O -1.745 5.486 -4.075
O -3.177 3.408 -3.386
C -2.453 2.819 -2.283
O -4.295 5.250 -4.842
C -5.634 5.003 -4.562
H -3.121 7.632 -2.878
H -3.156 7.222 -1.139
H -4.656 7.393 -1.863
H -1.819 1.956 -2.484
H -3.227 2.526 -1.573
H -1.890 3.553 -1.706
H -6.177 4.577 -5.405
H -6.108 5.965 -4.365
H -5.795 4.315 -3.732
C 4.732 -2.724 -2.354
Cl 5.538 -1.295 -2.901
Cl 3.331 -3.039 -3.462
Cl 4.189 -2.511 -0.690
H 5.336 -3.623 -2.478
C 3.848 4.082 -0.879
Cl 4.424 5.719 -1.364
Cl 2.055 3.889 -0.783
Cl 4.655 3.731 0.711
H 4.210 3.380 -1.630
C -2.592 -2.096 -1.075
Cl -3.553 -3.106 -0.016
Cl -3.165 -0.387 -1.077
Cl -2.766 -2.586 -2.772
H -1.555 -2.128 -0.742
C 1.635 0.186 -1.045
Cl 2.079 0.826 0.549
Cl 2.684 0.941 -2.276
Cl -0.041 0.286 -1.428
H 1.961 -0.854 -1.070
*
```

Here are the Mulliken charges for atoms 1 to 6, given in e: C -1.1377; O -0.0164; P 1.0527; O -0.0290; O -0.4479; C -0.5851

[4]
The following is a DFT calculation (ωB97M-V/def2-TZVPD) of C16H40LiN2O12P as an isolated structure.

As for the lowest unoccupied orbital energy: 0.16 eV. The highest occupied orbital energy comes out at -5.420 eV. Its HOMO-LUMO gap is 5.58 eV. The calculation puts the total energy at -54275.49747 eV.

```
! wB97M-V def2-TZVPD RIJCOSX def2/J DEFGRID3
* xyz 0 1
C 4.636 0.727 -3.716
N 4.084 -0.628 -3.334
C 2.752 -0.951 -4.036
C 5.118 -1.643 -3.707
C 3.806 -0.467 -1.889
C 3.116 -1.675 -1.191
O 2.844 -1.344 0.157
H 5.676 0.814 -3.308
H 3.932 1.599 -3.399
H 4.754 0.681 -4.883
H 2.858 -0.837 -5.019
H 2.024 -0.188 -3.814
H 2.532 -1.926 -4.034
H 4.986 -2.704 -3.499
H 6.222 -1.455 -3.350
H 5.226 -1.601 -4.783
H 3.137 0.497 -1.438
H 4.806 -0.270 -1.243
H 3.661 -2.483 -1.225
H 2.019 -1.833 -1.584
H 2.216 -0.651 0.176
C -1.660 4.276 2.299
N -1.478 2.983 2.848
C -1.652 2.975 4.350
C -2.440 2.139 2.057
C -0.042 2.431 2.553
C 0.130 0.990 2.804
O 1.354 0.670 2.262
H -1.135 4.420 1.452
H -1.097 4.994 2.932
H -2.661 4.748 2.536
H -2.721 3.334 4.606
H -0.930 3.686 4.839
H -1.705 2.299 5.021
H -3.333 2.513 2.224
H -2.359 1.077 2.517
H -2.412 2.088 0.935
H 0.861 2.872 3.060
H 0.384 2.681 1.675
H -0.547 0.271 2.339
H 0.180 0.791 4.039
H 1.366 0.857 1.384
Li -0.389 -0.092 -0.210
P 0.750 1.346 -1.457
O 0.155 0.114 -2.072
O 1.259 0.572 -0.062
O -0.395 1.779 -0.642
O 1.805 2.186 -2.080
C -2.170 -3.165 -1.298
O -1.452 -3.803 -0.310
C -0.762 -3.160 0.735
O -0.713 -1.927 0.689
O -0.066 -3.969 1.510
C 0.876 -3.396 2.455
H -1.470 -2.452 -1.616
H -3.038 -2.663 -0.809
H -2.499 -3.974 -2.199
H 0.303 -2.620 3.105
H 1.474 -2.647 1.934
H 1.298 -4.032 3.162
C -3.383 0.531 -2.030
O -4.477 0.299 -1.174
C -4.407 -0.267 0.056
O -3.401 -0.554 0.621
O -5.634 -0.560 0.631
C -5.670 -1.236 1.853
H -3.191 1.630 -2.403
H -3.505 -0.100 -2.797
H -2.414 0.157 -1.539
H -5.055 -0.790 2.684
H -5.515 -2.453 1.765
H -6.826 -1.537 1.872
*
```

Here are the Mulliken charges for atoms 1 to 6, given in e: C -0.7907; N 0.5437; C -1.3442; C -0.9296; C -0.2491; C -0.6377